Record 1
{
  "formula": "C14H24F6N2O6P",
  "method": "the ωB97M-V functional and the def2-TZVPD basis",
  "de_lowest_kcal_mol": 3.7,
  "multiplicity": 1,
  "charge": -1,
  "homo_lumo_gap_ev": 6.288,
  "species": ["C", "C", "N", "C", "C", "N", "P", "O", "C", "C", "O", "H", "H", "H", "H", "H", "H", "H", "H", "H", "H", "H", "H", "H", "H", "C", "C", "O", "C", "O", "C", "F", "F", "F", "H", "H", "H", "H", "H", "C", "C", "O", "C", "O", "C", "F", "F", "F", "H", "H", "H", "H", "H"],
  "coordinates": [[-1.6484, 5.4723, -2.2059], [-3.1312, 5.1724, -1.9786], [-3.3947, 3.7791, -1.5878], [-2.9347, 2.7441, -2.5551], [-1.8510, 1.8014, -1.9933], [-0.4800, 2.2764, -2.1010], [0.1723, 2.3826, -3.5496], [1.0726, 3.5587, -3.7968], [-4.6399, 3.4908, -1.0698], [-5.6909, 4.5789, -0.9173], [-4.9359, 2.3589, -0.7196], [-1.0778, 4.6171, -2.5668], [-1.1698, 5.7936, -1.2753], [-1.5450, 6.2742, -2.9455], [-3.7271, 5.4688, -2.8572], [-3.4674, 5.8067, -1.1521], [-2.5843, 3.2484, -3.4595], [-3.8086, 2.1444, -2.8346], [-2.1009, 1.7157, -0.9255], [-2.0224, 0.7922, -2.4123], [0.9111, 1.2084, -3.8923], [-0.8449, 2.3524, -4.5581], [-5.8130, 4.8088, 0.1466], [-6.6306, 4.1488, -1.2737], [-5.4944, 5.5025, -1.4567], [-0.1095, -0.7190, 0.8821], [0.5935, -0.5594, -0.4455], [1.5372, -1.6482, -0.6649], [1.0458, -2.7796, -1.1144], [-0.0901, -3.0604, -1.3614], [2.2027, -3.7825, -1.3327], [3.0606, -3.7774, -0.2991], [2.8915, -3.4666, -2.4365], [1.7377, -5.0222, -1.4721], [0.6147, -0.7915, 1.6956], [-0.7467, 0.1480, 1.0517], [-0.7297, -1.6156, 0.8977], [1.1871, 0.3492, -0.4684], [-0.1115, -0.5039, -1.2714], [4.7205, -4.6825, 2.4102], [4.7836, -3.7806, 3.6209], [3.6035, -3.9272, 4.4455], [3.6015, -4.9487, 5.2812], [4.4623, -5.7621, 5.4458], [2.2939, -4.9410, 6.1060], [1.2277, -4.7183, 5.3364], [2.3542, -3.9732, 7.0326], [2.1317, -6.1052, 6.7282], [3.8129, -4.4931, 1.8421], [5.5792, -4.4965, 1.7659], [4.7288, -5.7321, 2.7030], [4.7881, -2.7327, 3.3310], [5.6665, -3.9753, 4.2285]],
  "atomic_forces_ev_per_a": [[0.004, 0.119, -0.069], [0.252, 0.214, 0.312], [-0.687, 0.318, -0.950], [0.118, -0.355, 0.233], [0.284, 0.274, 0.421], [-0.526, -0.377, -0.367], [0.562, 0.826, 0.462], [-0.047, -0.257, -0.153], [0.272, -0.202, 0.492], [-0.068, 0.131, 0.169], [-0.102, 0.023, -0.269], [-0.053, 0.002, 0.046], [-0.048, -0.095, -0.122], [0.007, -0.038, 0.172], [0.116, -0.212, -0.028], [-0.028, -0.082, -0.157], [0.036, 0.044, 0.147], [0.059, 0.089, 0.082], [0.020, -0.164, -0.126], [-0.030, 0.074, -0.125], [-0.122, -0.123, -0.046], [-0.089, -0.260, -0.005], [0.002, -0.014, -0.143], [0.134, 0.023, 0.115], [-0.027, -0.080, 0.024], [0.059, -0.205, 0.035], [-0.269, 0.410, 0.094], [0.032, -0.033, -0.051], [0.048, 0.080, 0.038], [-0.035, -0.034, -0.007], [-0.065, 0.029, -0.008], [0.019, -0.034, -0.031], [0.022, -0.018, -0.005], [0.019, -0.004, -0.004], [-0.001, 0.073, 0.005], [0.002, 0.021, -0.021], [-0.042, 0.034, -0.037], [0.094, -0.065, -0.093], [0.069, -0.119, -0.067], [-0.141, -0.138, 0.103], [0.266, 0.110, -0.189], [-0.033, -0.020, 0.065], [-0.017, 0.070, -0.032], [0.014, -0.039, 0.013], [0.056, -0.044, -0.034], [-0.026, -0.006, 0.018], [-0.021, 0.011, 0.014], [-0.015, 0.016, 0.011], [0.020, 0.050, -0.036], [0.001, 0.028, -0.007], [0.064, 0.012, 0.025], [-0.105, 0.007, 0.031], [-0.053, -0.069, 0.055]],
  "nbo_charge": [-0.6375, -0.2071, -0.4462, -0.2344, -0.2295, -1.1671, 1.7262, -1.1704, 0.6935, -0.7218, -0.6307, 0.2714, 0.2034, 0.1981, 0.1621, 0.1886, 0.1978, 0.1970, 0.1875, 0.1455, -0.1933, -0.2042, 0.2306, 0.2349, 0.2110, -0.6391, -0.0839, -0.4775, 0.6953, -0.5477, 0.8956, -0.3243, -0.3113, -0.3078, 0.2009, 0.2376, 0.2135, 0.2244, 0.2198, -0.6408, -0.0775, -0.4732, 0.6953, -0.5501, 0.8974, -0.3043, -0.3131, -0.3036, 0.2307, 0.2236, 0.2187, 0.2012, 0.1950]
}

Record 2
{
  "formula": "C4H10NOS",
  "method": "the ωB97M-V functional and the def2-TZVPD basis",
  "de_lowest_kcal_mol": 91.1,
  "multiplicity": 1,
  "smiles": "CN[C@@H](CO)C[S-]",
  "charge": -1,
  "homo_lumo_gap_ev": 6.163,
  "species": ["C", "N", "C", "C", "S", "C", "O", "H", "H", "H", "H", "H", "H", "H", "H", "H", "H"],
  "coordinates": [[-1.3941, 1.3063, -1.8495], [-0.7150, 0.4214, -0.7958], [0.3793, 0.1248, 0.2717], [1.0264, -1.2724, -0.1012], [2.4486, -2.0537, 0.7782], [-0.1401, 0.1437, 1.7237], [1.0104, -0.1073, 2.5396], [-2.3718, 1.3565, -1.4795], [-1.3321, 0.7780, -2.9877], [-0.6426, 2.1536, -1.9757], [-1.2097, -0.4204, -1.0009], [1.0677, 0.9592, 0.2023], [0.2221, -2.0243, -0.2892], [1.5359, -1.0149, -1.0557], [1.7683, -0.6196, 2.1006], [-0.8613, -0.7330, 1.9045], [-0.7923, 1.0021, 2.0146]],
  "atomic_forces_ev_per_a": [[5.720, -1.431, -1.320], [-1.181, -1.274, -0.286], [-1.358, 0.437, -1.006], [0.617, 0.899, -1.459], [-0.332, 0.300, 0.419], [-0.128, -2.479, -0.068], [-0.419, 1.334, 0.649], [-1.463, 1.230, -0.180], [-0.398, 1.092, 2.960], [-2.018, -0.138, 0.243], [0.167, -0.995, 0.677], [0.598, -0.120, -0.071], [0.366, 0.671, 0.187], [-0.898, -0.397, 0.126], [-1.190, 0.060, -0.173], [0.724, 0.766, -0.590], [1.194, 0.047, -0.105]],
  "nbo_charge": [-0.3891, -0.7262, -0.0410, -0.5388, -0.6534, -0.0594, -0.8205, 0.1944, 0.1486, 0.2034, 0.3312, 0.1863, 0.1762, 0.1984, 0.4997, 0.1321, 0.1580]
}

Record 3
{
  "formula": "C18H28AuN12PS2",
  "method": "the ωB97M-V functional and the def2-TZVPD basis",
  "de_lowest_kcal_mol": 0.0,
  "multiplicity": 1,
  "charge": -2,
  "homo_lumo_gap_ev": 6.398,
  "species": ["Au", "S", "C", "S", "C", "C", "N", "C", "N", "N", "C", "N", "N", "N", "N", "C", "N", "N", "N", "N", "H", "C", "C", "C", "C", "P", "N", "C", "C", "C", "C", "C", "C", "C", "C", "H", "H", "H", "H", "H", "H", "H", "H", "H", "H", "H", "H", "H", "H", "H", "H", "H", "H", "H", "H", "H", "H", "H", "H", "H", "H", "H"],
  "coordinates": [[0.8387, -1.8610, -0.9337], [0.6817, -2.7448, 1.1249], [-0.4797, -4.0016, 0.6948], [-0.9345, -4.1536, -0.9253], [-0.9523, -4.7788, 1.7578], [-1.8820, -5.8280, 1.5551], [-2.6420, -6.6907, 1.4436], [-0.5500, -4.5356, 3.0946], [-0.2223, -4.3380, 4.1852], [2.6694, -2.6493, -3.7525], [1.6940, -1.6866, -3.8923], [1.3950, -1.1296, -5.0515], [0.3573, -0.3142, -4.7650], [0.0559, -0.3739, -3.5217], [0.8992, -1.2423, -2.9181], [3.2484, -2.9681, -2.5388], [4.4745, -3.4351, -2.4078], [4.6180, -3.6005, -1.0724], [3.5552, -3.2520, -0.4472], [2.6389, -2.8576, -1.3601], [3.2612, -2.7688, -4.5565], [-1.7231, -0.4323, 2.4079], [-1.8413, 0.8788, 1.6179], [-1.8681, 2.0459, 2.6098], [-3.2099, 0.8089, 0.9255], [-0.4886, 0.8933, 0.2684], [-0.5389, -0.5141, -0.3691], [-0.9562, 2.2437, -0.9866], [0.2914, 2.5606, -1.8247], [-1.5084, 3.5616, -0.4329], [-1.9889, 1.6638, -1.9673], [1.1625, 1.4313, 1.0538], [1.2741, 2.8901, 1.5174], [1.4194, 0.5525, 2.2863], [2.3129, 1.1683, 0.0507], [-2.6326, -0.5536, 3.0046], [-0.8784, -0.4496, 3.0909], [-1.6222, -1.2794, 1.7322], [-2.7746, 1.9589, 3.2193], [-1.8937, 3.0237, 2.1304], [-1.0220, 2.0240, 3.2959], [-3.9535, 0.5259, 1.6765], [-3.2160, 0.0522, 0.1412], [-3.5197, 1.7644, 0.5037], [1.0535, 3.0964, -1.2629], [-0.0126, 3.1964, -2.6619], [0.7257, 1.6592, -2.2469], [-0.8536, 4.0497, 0.2880], [-2.4857, 3.4340, 0.0310], [-1.6401, 4.2517, -1.2741], [-1.7287, 0.6454, -2.2506], [-1.9786, 2.2773, -2.8733], [-2.9994, 1.6849, -1.5647], [0.5092, 3.1727, 2.2398], [1.2429, 3.5940, 0.6881], [2.2473, 3.0127, 2.0052], [0.7827, 0.8292, 3.1252], [2.4573, 0.6924, 2.6011], [1.2714, -0.5065, 2.0807], [2.6750, 2.1013, -0.3816], [2.0360, 0.5111, -0.7717], [3.1487, 0.6894, 0.5636]],
  "atomic_forces_ev_per_a": [[0.439, 0.821, -0.218], [-0.104, -0.674, 0.586], [0.205, 0.373, -0.167], [-0.151, -0.343, 0.249], [-0.055, -0.002, -0.011], [-0.080, -0.090, -0.016], [-0.013, -0.029, 0.007], [0.033, -0.004, 0.025], [-0.009, 0.004, 0.088], [0.052, -0.038, 0.053], [-0.061, -0.087, -0.032], [0.039, -0.065, 0.056], [-0.022, 0.051, -0.074], [-0.007, 0.076, 0.088], [0.086, 0.171, -0.333], [-0.077, -0.004, -0.033], [-0.092, 0.041, -0.029], [0.106, -0.047, 0.004], [-0.093, -0.012, 0.089], [-0.133, -0.021, -0.151], [0.036, 0.016, 0.018], [0.031, 0.019, -0.024], [0.048, 0.080, 0.045], [0.014, 0.034, 0.014], [-0.011, 0.020, -0.101], [-0.195, -0.247, 0.175], [0.056, -0.072, -0.360], [0.035, 0.039, -0.039], [-0.019, 0.065, 0.008], [-0.024, 0.019, 0.018], [-0.013, -0.071, 0.017], [0.034, 0.028, 0.042], [-0.037, 0.032, -0.010], [-0.057, -0.037, 0.000], [0.022, -0.036, -0.059], [0.006, -0.014, 0.029], [0.061, -0.014, 0.003], [-0.048, 0.003, 0.001], [0.002, -0.012, 0.016], [0.000, 0.021, -0.036], [0.051, -0.021, 0.001], [-0.022, 0.014, -0.005], [0.028, -0.021, -0.005], [0.003, -0.005, -0.035], [-0.005, 0.031, -0.004], [0.007, 0.008, -0.005], [0.004, -0.078, -0.042], [0.073, -0.015, 0.022], [0.005, 0.004, 0.015], [-0.005, 0.011, -0.001], [0.002, 0.042, 0.024], [-0.033, 0.014, -0.019], [-0.034, -0.026, 0.048], [-0.027, -0.027, -0.003], [-0.037, 0.032, -0.018], [0.007, 0.010, 0.013], [-0.051, 0.002, 0.026], [0.006, 0.014, 0.019], [0.001, 0.034, 0.009], [0.021, -0.020, -0.021], [-0.026, -0.010, 0.032], [0.027, 0.013, 0.011]],
  "nbo_charge": [1.2644, -0.0181, -0.2098, -0.2895, -0.5318, 0.3470, -0.4314, 0.3273, -0.4292, -0.5940, 0.4496, -0.4046, -0.1140, -0.1156, -0.4800, 0.4400, -0.4032, -0.1194, -0.0993, -0.4575, 0.4127, -0.6161, -0.3718, -0.6132, -0.6138, 1.8875, -1.4485, -0.3816, -0.6149, -0.6110, -0.6269, -0.3718, -0.6121, -0.6195, -0.6211, 0.1889, 0.2084, 0.2654, 0.1974, 0.2027, 0.2021, 0.1956, 0.2471, 0.1889, 0.1883, 0.1979, 0.2471, 0.2012, 0.2020, 0.1972, 0.2857, 0.1907, 0.1915, 0.2066, 0.2009, 0.1983, 0.1957, 0.1966, 0.2526, 0.1965, 0.2337, 0.2121]
}

Number 1: E_tot -55768.64825 eV. Number 2: E_tot -18681.14407 eV. Number 3: E_tot -71653.05110 eV.